1.
C37H16AsF9N4OSW | the ωB97M-V functional and the def2-TZVPD basis

Each line ends with the Löwdin charge.
CARTESIAN COORDINATES (ANGSTROEM)
W 0.043 -0.034 0.596  1.361
S -0.135 -0.844 2.854  0.684
C -1.369 -2.037 3.276  -0.654
C -1.443 -2.418 4.617  -0.112
C -2.395 -3.336 5.021  -0.071
C -3.278 -3.891 4.101  -0.074
C -3.200 -3.527 2.768  -0.087
C -2.242 -2.607 2.353  -0.420
As -2.069 -1.994 0.549  1.304
C -0.333 -2.842 0.061  -0.452
C 0.541 -3.450 0.959  -0.121
C 1.667 -4.116 0.494  -0.064
C 1.926 -4.183 -0.866  -0.063
C 1.050 -3.597 -1.771  -0.059
C -0.074 -2.933 -1.310  -0.140
C -3.210 -3.225 -0.419  -0.403
C -2.863 -4.557 -0.622  -0.100
C -3.755 -5.411 -1.250  -0.069
C -4.992 -4.944 -1.677  -0.075
C -5.342 -3.619 -1.475  -0.076
C -4.449 -2.759 -0.846  -0.113
H -0.762 -1.984 5.338  0.105
H -2.452 -3.617 6.065  0.109
H -4.024 -4.605 4.423  0.106
H -3.885 -3.965 2.053  0.102
H 0.353 -3.415 2.023  0.086
H 2.341 -4.579 1.204  0.113
H 2.809 -4.694 -1.227  0.111
H 1.244 -3.654 -2.834  0.113
H -0.750 -2.480 -2.027  0.111
H -1.903 -4.936 -0.290  0.110
H -3.483 -6.446 -1.407  0.108
H -5.682 -5.618 -2.169  0.107
H -6.302 -3.247 -1.806  0.107
H -4.729 -1.723 -0.695  0.100
F -1.734 2.524 -5.709  0.141
C -1.275 1.901 -4.628  -0.132
C -1.996 1.954 -3.445  -0.133
F -3.144 2.623 -3.397  0.139
C -1.520 1.307 -2.320  -0.140
F -2.208 1.347 -1.176  0.089
C -0.324 0.601 -2.367  -0.208
O 0.157 -0.050 -1.287  -0.245
C 0.386 0.544 -3.558  -0.145
F 1.528 -0.135 -3.613  0.137
C -0.084 1.197 -4.685  -0.130
F 0.602 1.143 -5.821  0.143
F 2.260 1.783 -1.441  0.140
C 3.288 1.280 -0.759  -0.125
C 4.451 1.109 -1.383  -0.136
F 4.562 1.433 -2.673  0.118
C 5.640 0.607 -0.708  -0.008
C 5.489 0.474 0.736  -0.136
C 4.319 0.656 1.347  -0.139
F 4.236 0.497 2.664  0.147
C 3.012 0.915 0.670  -0.314
C 2.155 1.973 1.344  -0.186
C 0.841 1.668 1.208  -0.468
N -0.446 1.783 1.161  -0.018
C 2.672 3.188 1.859  -0.182
N 3.104 4.175 2.268  0.155
F 6.566 0.149 1.450  0.123
C 6.785 0.289 -1.366  -0.142
C 7.965 -0.212 -0.720  -0.181
N 8.947 -0.621 -0.289  0.190
C 6.935 0.369 -2.791  -0.181
N 7.130 0.377 -3.923  0.189
C 2.149 -0.386 0.730  -0.186
H 2.473 -1.121 -0.015  0.091
H 2.298 -0.807 1.724  0.052

Results
**Max |F|**: 0.80 eV Å⁻¹
**Highest occupied orbital energy**: -8.434 eV
**Molar mass**: 994.373 g/mol
**ΔE to the lowest compared entry with this formula, charge and spin**: 44.6 kJ/mol
**Frontier orbital gap**: 6.2 eV

2.
C3H9N3S | the ωB97M-V functional and the def2-TZVPD basis

Each line ends with the Löwdin charge.
CARTESIAN COORDINATES (ANGSTROEM)
C -2.339 -0.743 -0.417  -0.161
N -1.369 -0.855 0.610  -0.081
C -0.200 -0.281 0.128  -0.709
N -0.058 0.998 -0.218  -0.149
N -1.342 1.697 0.081  -0.122
S 1.476 -0.852 -0.128  0.834
C 2.421 0.657 0.034  -0.421
H -1.826 -0.983 -1.362  0.081
H -2.514 0.335 -0.627  0.058
H -3.210 -1.462 -0.227  0.112
H -1.132 -1.791 1.048  0.149
H -1.036 2.833 -0.270  0.166
H -1.550 1.551 1.204  0.137
H 3.340 0.253 -0.063  -0.043
H 2.035 1.423 -0.682  0.048
H 2.365 0.798 1.243  0.101

Results
**Max |F|**: 5.04 eV Å⁻¹
**Highest occupied orbital energy**: -7.975 eV
**SMILES**: CN/C(=N\N)SC
**Molar mass**: 119.193 g/mol
**ΔE to the lowest compared entry with this formula, charge and spin**: 435.2 kJ/mol
**Frontier orbital gap**: 8.8 eV

3.
C17H25CaClN5OS4 | the ωB97M-V functional and the def2-TZVPD basis

Each line ends with the Löwdin charge.
CARTESIAN COORDINATES (ANGSTROEM)
Ca -0.135 -0.966 -0.828  0.983
N -1.512 -2.154 0.815  -0.092
C -0.829 -2.932 1.837  -0.258
C 0.592 -2.422 2.082  -0.222
N 1.332 -2.177 0.848  -0.155
C 1.959 -3.332 0.208  -0.215
C 1.019 -4.111 -0.716  -0.260
N 0.306 -3.237 -1.644  -0.083
H -2.114 -2.786 0.286  -0.046
H -2.118 -1.441 1.212  0.064
H -1.362 -2.934 2.798  0.114
H -0.815 -3.970 1.489  0.082
H 0.534 -1.463 2.604  0.103
H 1.124 -3.129 2.739  0.111
H 2.045 -1.483 1.019  0.091
H 2.792 -2.943 -0.386  0.114
H 2.376 -4.023 0.959  0.113
H 1.614 -4.874 -1.236  0.114
H 0.264 -4.645 -0.135  0.073
H 0.754 -3.204 -2.554  0.075
H -0.627 -3.624 -1.784  -0.041
S -2.645 -4.849 -0.956  -0.219
S -3.986 -3.470 -1.726  -0.247
S -3.002 -2.024 -2.821  -0.226
S -2.670 -0.277 -1.739  -0.203
Cl 0.357 -0.486 -4.065  0.658
C 0.662 1.113 -3.412  -0.616
C 0.056 2.188 -4.024  -0.130
C 0.214 3.462 -3.502  -0.126
C 0.980 3.617 -2.352  -0.125
C 1.581 2.533 -1.752  -0.089
C 1.459 1.216 -2.254  -0.414
C 2.024 0.077 -1.583  -0.268
H -0.556 2.018 -4.899  0.100
H -0.265 4.307 -3.972  0.085
H 1.110 4.601 -1.923  0.088
H 2.181 2.677 -0.861  0.092
H 2.790 0.349 -0.854  0.016
H 2.381 -0.709 -2.247  0.004
N -0.096 5.203 3.594  0.158
C -1.166 4.361 3.404  -0.476
O -2.271 4.565 3.896  0.057
C -0.884 3.143 2.567  -0.131
C -1.951 2.511 1.936  0.026
C -1.694 1.411 1.135  -0.121
N -0.464 0.918 0.964  0.021
C 0.555 1.518 1.579  -0.135
C 0.401 2.630 2.386  -0.012
H -0.320 6.088 4.019  0.107
H 0.659 5.197 2.932  0.092
H -2.954 2.888 2.060  0.122
H -2.484 0.913 0.592  0.037
H 1.537 1.102 1.392  0.103
H 1.266 3.062 2.872  0.108

Results
**Max |F|**: 1.14 eV Å⁻¹
**Highest occupied orbital energy**: -3.246 eV
**Net charge**: -1
**Molar mass**: 519.220 g/mol
**Frontier orbital gap**: 4.9 eV

4.
C29H32BN9Pd | the ωB97M-V functional and the def2-TZVPD basis

Each line ends with the Löwdin charge.
CARTESIAN COORDINATES (ANGSTROEM)
Pd -0.394 1.227 -1.272  0.667
C -0.442 4.044 1.319  -0.037
C -0.381 2.718 1.986  -0.351
C -0.341 2.433 3.360  -0.038
C -0.315 1.059 3.428  -0.084
N -0.341 0.570 2.175  0.023
N -0.371 1.590 1.300  0.069
B -0.378 -0.867 1.596  -0.642
N -1.697 -0.914 0.788  0.029
C -2.829 -1.574 1.105  -0.073
C -3.874 -0.991 0.423  -0.028
C -3.286 0.056 -0.301  -0.368
C -3.861 1.116 -1.177  -0.053
N -1.986 0.058 -0.070  0.011
N 0.936 -1.006 0.807  0.019
C 2.015 -1.721 1.186  -0.081
C 3.094 -1.300 0.447  -0.030
C 2.582 -0.288 -0.381  -0.365
C 3.285 0.560 -1.382  -0.051
N 1.291 -0.138 -0.141  0.059
N -0.441 -2.062 2.542  -0.012
C -0.624 -2.272 3.858  -0.074
C -0.652 -3.631 4.079  -0.033
C -0.480 -4.194 2.805  -0.369
C -0.439 -5.629 2.407  -0.043
N -0.360 -3.238 1.904  0.110
H -1.303 4.611 1.672  0.073
H 0.459 4.617 1.533  0.074
H -0.513 3.893 0.241  0.049
H -0.338 3.132 4.173  0.087
H -0.267 0.428 4.290  0.085
H -2.835 -2.411 1.775  0.107
H -4.907 -1.277 0.445  0.087
H -4.387 0.696 -2.032  0.066
H -4.560 1.745 -0.625  0.072
H -3.014 1.734 -1.526  0.053
H 1.963 -2.478 1.942  0.105
H 4.104 -1.660 0.497  0.087
H 3.851 -0.056 -2.081  0.072
H 2.541 1.150 -1.924  0.047
H 3.984 1.235 -0.887  0.077
H -0.731 -1.473 4.562  0.094
H -0.774 -4.141 5.015  0.088
H -0.084 -6.248 3.229  0.069
H -1.434 -5.968 2.115  0.072
H 0.217 -5.743 1.548  0.068
C 0.184 2.829 -2.310  -0.093
C 1.134 3.805 -2.156  -0.432
C 2.030 3.768 -1.031  -0.116
C 2.932 4.770 -0.815  -0.130
C 3.014 5.865 -1.678  -0.141
C 2.186 5.911 -2.798  -0.144
C 1.282 4.914 -3.047  -0.090
H 1.934 2.931 -0.346  0.084
H 3.593 4.717 0.044  0.091
H 3.712 6.666 -1.475  0.076
H 2.260 6.751 -3.481  0.086
H 0.641 4.958 -3.918  0.089
C -0.550 -4.440 -1.806  -0.049
C -0.483 -3.017 -2.261  -0.258
C 0.723 -2.387 -2.585  -0.032
C 0.731 -1.053 -2.923  -0.153
N -0.371 -0.280 -2.976  -0.011
C -1.542 -0.921 -2.771  -0.161
C -1.638 -2.245 -2.411  -0.038
H 0.437 -4.797 -1.519  0.073
H -0.942 -5.087 -2.596  0.080
H -1.209 -4.522 -0.944  0.071
H 1.651 -2.943 -2.567  0.110
H 1.657 -0.569 -3.204  0.098
H -2.435 -0.333 -2.954  0.095
H -2.610 -2.682 -2.230  0.111

Results
**Max |F|**: 1.26 eV Å⁻¹
**Highest occupied orbital energy (alpha / beta)**: -2.424 / -4.098 eV
**Net charge**: -1
**⟨S²⟩**: 3.80
**2S+1**: 4
**Molar mass**: 623.870 g/mol
**ΔE to the lowest compared entry with this formula, charge and spin**: 35.2 kJ/mol
**Frontier orbital gap (alpha / beta)**: 5.1 / 6.7 eV

5.
C10H14N2S | the ωB97M-V functional and the def2-TZVPD basis

Each line ends with the Löwdin charge.
CARTESIAN COORDINATES (ANGSTROEM)
C 3.000 -0.045 -0.176  -0.227
C -3.231 -0.119 0.074  -0.180
C -3.165 0.995 -0.695  -0.442
C -1.972 -0.712 0.436  -0.350
C -1.010 0.186 0.097  -0.336
C -1.888 -2.037 1.146  -0.045
C 1.825 1.925 -0.626  0.000
C 1.367 -0.286 -2.028  -0.013
C 1.150 -0.162 1.727  -0.112
C 1.686 0.346 -0.642  -0.575
N 4.020 -0.224 0.355  0.185
N 0.795 -0.272 0.336  -0.074
S -1.573 1.535 -0.779  1.019
H -4.237 -0.551 0.494  0.150
H -4.016 1.634 -0.928  0.075
H -2.811 -2.566 0.941  0.068
H -1.253 -2.749 0.675  0.065
H -1.638 -1.834 2.244  0.106
H 2.239 2.205 0.309  0.069
H 2.500 2.165 -1.436  0.095
H 0.829 2.245 -0.697  0.000
H 1.047 -1.266 -1.775  0.069
H 2.273 -0.174 -2.714  0.114
H 0.500 0.284 -2.425  0.068
H 1.292 0.887 2.033  0.088
H 0.274 -0.545 2.363  0.098
H 1.998 -0.865 1.690  0.085

Results
**Max |F|**: 5.77 eV Å⁻¹
**Highest occupied orbital energy**: -8.788 eV
**Molar mass**: 194.303 g/mol
**ΔE to the lowest compared entry with this formula, charge and spin**: 448.0 kJ/mol
**Frontier orbital gap**: 9.4 eV

6.
C5H7N | the ωB97M-V functional and the def2-TZVPD basis

Each line ends with the Löwdin charge.
CARTESIAN COORDINATES (ANGSTROEM)
C -1.127 -0.612 0.405  -0.156
C -0.674 0.001 -0.900  -0.138
C 0.873 0.240 -0.662  -0.194
C 1.185 -0.313 0.658  -0.148
N -0.132 0.247 1.134  -0.023
C -0.113 1.142 -0.113  -0.186
H -2.136 -0.295 0.681  0.110
H -1.017 -1.691 0.571  0.107
H -1.182 0.061 -1.864  0.126
H 1.269 0.163 -1.700  0.140
H 2.001 0.235 1.131  0.115
H 1.320 -1.389 0.800  0.114
H -0.268 2.209 -0.143  0.133

Results
**Max |F|**: 4.34 eV Å⁻¹
**Highest occupied orbital energy**: -9.006 eV
**SMILES**: C1[C@@H]2[C@@H]3CN1[C@H]23
**Molar mass**: 81.118 g/mol
**ΔE to the lowest compared entry with this formula, charge and spin**: 351.9 kJ/mol
**Frontier orbital gap**: 10.2 eV

7.
C3H4OS2 | the ωB97M-V functional and the def2-TZVPD basis

Each line ends with the Löwdin charge.
CARTESIAN COORDINATES (ANGSTROEM)
C -1.785 1.029 0.245  0.045
C -2.677 0.216 0.055  -0.767
C 1.316 0.446 0.034  -0.253
O 2.357 -1.852 0.697  -0.579
S -3.685 -1.035 -0.210  0.692
S 2.069 -1.030 -0.469  0.784
H -1.131 1.828 0.420  0.019
H 1.536 0.813 1.022  0.029
H 1.127 1.151 -0.755  0.013
H 0.873 -1.566 -1.038  0.018

Results
**Max |F|**: 1.51 eV Å⁻¹
**Highest occupied orbital energy (alpha / beta)**: -9.335 / -8.880 eV
**Molar mass**: 120.198 g/mol
**ΔE to the lowest compared entry with this formula, charge and spin**: 619.0 kJ/mol
**Frontier orbital gap (alpha / beta)**: 8.3 / 6.2 eV